[1]
C25H48Cl3N4O3SScSi | wB97M-V/def2-TZVPD

Geometry as XYZ:
```
86
C25H48Cl3N4O3SScSi, DFT wB97M-V/def2-TZVPD
C -1.493 -2.076 -4.218
C -1.237 -2.939 -3.012
H -1.868 -2.627 -5.078
H -0.538 -1.593 -4.469
H -2.194 -1.268 -3.984
C -0.628 -4.135 -3.066
C -0.157 -4.721 -4.340
H -0.331 -4.639 -2.146
H 0.317 -3.960 -4.973
H -0.947 -5.192 -4.932
H 0.593 -5.477 -4.126
Sc 0.593 1.595 -0.135
Cl -1.950 1.316 -0.194
Cl 1.871 3.589 -0.445
H 1.365 4.950 3.769
H -0.698 5.995 3.286
C 1.356 4.273 2.923
C -0.736 5.519 2.312
N -0.007 4.283 2.403
H 1.644 3.260 3.235
C -0.430 3.236 1.740
O 0.338 2.212 1.743
H -1.769 5.282 2.034
H -1.399 3.255 1.210
H 2.062 4.598 2.147
H -0.298 6.168 1.546
H 1.757 -1.220 -3.260
H 2.496 -3.822 -1.996
C 2.714 -1.046 -2.746
C 3.243 -3.150 -1.546
N 2.729 -1.787 -1.478
H 2.840 0.026 -2.566
C 2.331 -1.222 -0.346
O 1.851 -0.053 -0.316
H 3.502 -3.513 -0.545
H 2.473 -1.775 0.607
H 3.540 -1.430 -3.352
H 4.130 -3.150 -2.189
O -0.346 -1.338 -2.042
C -1.316 -2.142 -1.678
C 0.090 -3.412 0.050
C -1.141 -2.902 -0.345
H 0.960 -3.210 -0.578
C 0.188 -4.157 1.225
H -2.316 -1.663 -1.668
C -2.269 -3.045 0.465
H 1.153 -4.603 1.480
C -0.947 -4.339 2.017
C -2.171 -3.779 1.646
H -3.202 -2.582 0.134
H -0.873 -4.945 2.925
H -3.067 -3.936 2.251
Si -0.461 2.960 -3.332
Cl 0.450 1.110 -2.457
C 1.098 3.740 -4.044
C -1.413 3.944 -2.054
C -1.486 2.644 -4.855
H 1.972 3.695 -3.377
H 0.777 4.780 -4.202
H 1.322 3.285 -5.027
H -0.852 2.257 -5.671
H -1.780 3.691 -5.070
H -2.379 2.015 -4.726
H -1.899 3.360 -1.242
H -2.217 4.424 -2.654
H -0.725 4.696 -1.619
C 2.080 -0.847 3.358
N 0.923 -0.246 4.011
C 1.216 0.874 4.914
C -0.244 -0.261 3.304
S -0.304 -0.806 1.704
N -1.356 0.227 3.924
C -1.507 0.100 5.375
C -2.603 0.242 3.164
H 2.928 -0.769 4.036
H 2.326 -0.334 2.418
H 1.883 -1.901 3.131
H 0.482 1.675 4.775
H 1.203 0.512 5.951
H 2.221 1.253 4.686
H -2.579 0.034 5.596
H -1.012 -0.794 5.777
H -1.132 0.986 5.903
H -2.454 0.797 2.233
H -2.916 -0.778 2.907
H -3.363 0.729 3.780
```

orbital gap	5.49	eV
LUMO level	0.1180	eV
F_max	3.7	eV/A
spin multiplicity	1
net charge	0
highest occupied orbital energy	-5.369	eV
energy relative to the best compared isomer or geometry (same formula, charge and spin)	489.0	kJ/mol



[2]
C3H37NO16 | wB97M-V/def2-TZVPD

Geometry as XYZ:
```
57
C3H37NO16, DFT wB97M-V/def2-TZVPD
C -1.196 0.750 -0.120
O -1.071 2.096 0.372
C -0.181 -0.274 0.342
C -0.339 -1.498 -0.586
O 0.623 -2.478 -0.105
N 1.147 0.299 0.153
H -2.154 0.420 0.337
H -1.409 0.832 -1.176
H -0.874 2.021 1.311
H -0.270 -0.680 1.358
H 0.084 -1.338 -1.575
H -1.384 -1.828 -0.582
H 0.778 -2.391 0.839
H 1.790 -0.342 -0.308
H 1.238 1.096 -0.464
H 4.036 0.969 -0.573
H 3.311 2.358 -0.851
O 3.320 1.402 -1.044
H -3.891 0.034 2.363
H -2.954 -1.181 2.366
O -3.205 -0.402 1.848
H 2.728 -1.850 -2.067
H 1.994 -2.739 -1.076
O 2.857 -2.667 -1.536
H -0.666 1.434 4.730
H -1.437 1.665 3.472
O -1.564 1.475 4.405
H 3.004 0.619 2.987
H 2.643 0.660 1.559
O 2.812 1.257 2.313
H -1.832 -3.219 -3.274
H -0.470 -2.963 -2.798
O -0.987 -2.939 -3.604
H 1.432 2.287 2.536
H 1.188 3.792 2.862
O 0.857 3.054 2.346
H -4.154 0.725 -0.954
H -3.606 0.129 -2.293
O -4.332 0.585 -1.878
H -0.595 -1.930 3.890
H -1.024 -3.042 3.041
O -1.307 -2.175 3.306
H 2.663 0.410 -2.352
H 2.781 -0.213 -3.761
O 2.442 -0.371 -2.878
H -0.474 0.222 -3.476
H -1.501 -0.943 -3.760
O -1.298 -0.185 -3.200
H 2.074 3.496 0.970
H 1.273 3.793 -0.269
O 2.186 3.672 0.012
H -0.060 -4.827 0.650
H 1.292 -4.181 0.378
O 0.871 -4.906 0.870
H -1.864 3.606 -1.116
H -2.886 2.785 -2.052
O -2.437 3.617 -1.887
```

orbital gap	9.44	eV
LUMO level	-0.4641	eV
F_max	3.5	eV/A
spin multiplicity	1
net charge	0
highest occupied orbital energy	-9.902	eV
energy relative to the best compared isomer or geometry (same formula, charge and spin)	269.8	kJ/mol



[3]
C2H5FIN | wB97M-V/def2-TZVPD

Geometry as XYZ:
```
10
C2H5FIN, DFT wB97M-V/def2-TZVPD
C 0.946 0.310 -0.051
C -0.264 0.685 0.760
N -1.551 -0.020 -0.073
F -0.288 0.235 2.035
I -0.531 2.842 0.757
H 1.190 -0.900 0.074
H 0.685 0.550 -1.057
H 1.848 0.683 0.425
H -1.125 -0.922 -0.204
H -2.317 -0.047 0.672
```

orbital gap	10.11	eV
SMILES string	C[C@@](N)(F)I
LUMO level	0.4056	eV
F_max	4.6	eV/A
spin multiplicity	1
net charge	0
highest occupied orbital energy	-9.702	eV
energy relative to the best compared isomer or geometry (same formula, charge and spin)	78.4	kJ/mol



[4]
C4H11N2O | wB97M-V/def2-TZVPD

Geometry as XYZ:
```
18
C4H11N2O, DFT wB97M-V/def2-TZVPD
C -1.090 -1.737 0.565
O 0.237 -1.827 1.046
C -1.871 -0.837 1.504
H -1.599 -2.758 0.458
H -1.163 -1.343 -0.463
H -2.918 -0.643 1.197
H -1.369 0.081 1.640
H -1.900 -1.291 2.538
C 0.937 0.418 -0.993
C 1.557 1.636 -0.688
N 0.963 2.930 -0.897
N 1.458 -0.827 -0.913
H -0.111 0.576 -1.420
H 2.566 1.610 -0.323
H 0.027 3.050 -0.540
H 0.962 3.182 -1.899
H 0.881 -1.383 0.411
H 2.435 -0.839 -1.223
```

orbital gap	6.52	eV
LUMO level	4.2040	eV
F_max	2.7	eV/A
spin multiplicity	1
net charge	-1
highest occupied orbital energy	-2.313	eV
energy relative to the best compared isomer or geometry (same formula, charge and spin)	155.4	kJ/mol



[5]
C30H46BrN3NiP2Se | wB97M-V/def2-TZVPD

Geometry as XYZ:
```
84
C30H46BrN3NiP2Se, DFT wB97M-V/def2-TZVPD
C 2.807 5.211 -1.138
C 1.719 4.633 -1.828
C 1.805 4.366 -3.204
C 3.001 4.717 -3.863
N 4.019 5.259 -3.201
C 3.963 5.522 -1.889
C 0.553 4.256 -1.118
C -0.568 4.104 -0.644
C -1.306 3.205 0.169
C -0.613 2.398 1.068
C -1.267 1.262 1.513
C -2.507 0.991 0.949
C -3.383 1.896 0.404
C -2.702 3.074 -0.029
Ni -1.477 -0.660 1.228
P 0.897 -0.837 0.169
H 0.994 3.854 -3.715
H 2.761 5.359 -0.065
H 3.099 4.528 -4.936
H 4.818 5.976 -1.392
H -3.203 3.906 -0.554
H 0.406 2.605 1.395
H -4.480 1.719 0.315
H -0.937 0.463 2.247
C 1.879 -2.471 0.200
C 3.145 -2.613 -0.653
H 1.165 -3.248 -0.100
H 2.124 -2.680 1.251
H 3.581 -3.613 -0.523
H 2.956 -2.502 -1.728
H 3.946 -1.915 -0.376
C 1.159 -0.232 -1.586
C 2.491 0.406 -1.994
H 0.351 0.506 -1.720
H 0.937 -1.066 -2.274
H 2.450 0.682 -3.057
H 2.696 1.327 -1.435
H 3.342 -0.281 -1.895
C 1.987 0.319 1.130
C 3.489 0.063 1.216
H 1.550 0.320 2.140
H 1.817 1.324 0.726
H 3.942 0.767 1.926
H 3.734 -0.943 1.565
H 4.005 0.230 0.265
Br -3.449 -1.540 1.713
P -1.992 -2.221 -1.175
C -0.892 -3.060 -2.376
C -1.483 -4.225 -3.154
H -0.034 -3.421 -1.785
H -0.511 -2.299 -3.069
H -0.710 -4.646 -3.800
H -1.824 -5.026 -2.501
H -2.311 -3.926 -3.797
C -3.348 -3.454 -0.825
C -4.582 -3.412 -1.705
H -3.649 -3.236 0.224
H -2.868 -4.448 -0.817
H -5.288 -4.165 -1.329
H -5.095 -2.443 -1.668
H -4.350 -3.659 -2.747
C -2.780 -0.782 -2.038
C -3.091 -0.920 -3.527
H -2.042 0.025 -1.904
H -3.664 -0.490 -1.449
H -3.430 0.055 -3.906
H -2.197 -1.193 -4.101
H -3.889 -1.638 -3.757
C -2.320 0.439 4.607
N -0.866 0.302 4.712
C -0.052 1.187 5.423
C 1.198 0.686 5.371
N 1.164 -0.482 4.646
C 2.316 -1.338 4.369
C -0.096 -0.699 4.177
Se -0.455 -2.103 2.956
H -2.726 0.662 5.595
H -2.757 -0.481 4.233
H -2.555 1.266 3.940
H -0.438 2.088 5.834
H 2.128 1.073 5.750
H 3.011 -0.831 3.705
H 2.805 -1.567 5.310
H 1.974 -2.260 3.906
```

orbital gap (spin up / spin down)	6.31 / 5.14	eV
LUMO level (spin up / spin down)	-6.9959 / -8.4119	eV
F_max	2.3	eV/A
spin multiplicity	3
net charge	+2
highest occupied orbital energy (spin up / spin down)	-13.307 / -13.555	eV
energy relative to the best compared isomer or geometry (same formula, charge and spin)	311.7	kJ/mol